i) A structure of composition C29H44ClNO6PPdS2Si. Source: the OMol25 dataset; level of theory: the ωB97M-V functional and the def2-TZVPD basis.

**Charge**: -1

Last column: Mulliken charge in e.
Cartesian coordinates (Å):
H -6.76 -1.52 2.51  0.373
O 3.65 0.45 -0.41  -0.214
H -4.54 -6.23 -1.09  0.371
C -5.27 0.02 2.56  -0.656
H 1.25 5.09 0.93  0.431
H -3.74 3.29 0.14  0.425
H -1.06 1.15 -5.19  0.412
C -3.42 -4.59 -1.90  -0.612
C 4.56 -1.25 2.27  -1.578
C -2.72 2.89 0.16  -1.482
C 1.19 4.16 0.36  -1.342
O -0.86 -0.42 -2.91  -0.547
P -2.68 1.16 -0.41  1.602
C -5.73 -1.35 0.64  -0.612
H -0.08 2.72 2.32  -0.081
H 3.09 -0.32 4.40  0.319
C -1.84 -1.79 1.37  0.554
C 3.09 1.64 -2.44  -1.090
C -3.80 -4.97 0.47  -0.557
O 1.14 -0.59 -0.40  -0.856
O -0.41 1.67 -2.30  -0.711
C -3.07 -3.82 0.73  1.032
H 3.62 2.32 2.00  0.111
Pd -0.67 0.26 -0.36  0.443
C -2.69 -3.45 -1.64  -0.638
C 3.23 3.15 1.40  -1.423
H -2.09 3.46 -0.51  0.344
H 0.33 2.11 -4.62  0.301
H -5.47 0.29 3.59  0.397
C 3.04 -1.23 2.45  1.838
H 4.82 -1.20 1.22  0.155
N -1.85 -1.93 0.08  0.470
H -2.86 1.99 -2.64  0.479
S -1.10 -0.43 2.11  -0.386
H 3.26 1.67 -3.52  0.579
C -0.49 0.73 -3.14  0.569
H 5.93 -0.06 -1.47  0.342
H 1.58 -1.17 4.02  0.251
H 2.42 -1.03 -2.29  0.057
H -4.53 -0.98 -1.08  0.223
H 5.00 -0.40 2.78  0.293
C -3.43 1.26 -2.07  -1.813
H -6.27 -2.16 0.17  0.411
H 4.98 -2.17 2.70  0.444
C -4.74 -0.68 -0.07  -0.652
O 1.46 1.82 0.40  1.186
H 1.35 1.97 3.03  0.061
C 1.73 2.98 1.17  1.964
H 1.14 3.73 3.12  0.490
C 2.66 -1.21 3.93  -1.722
H 2.74 -3.36 2.24  0.573
C 3.87 0.49 -1.82  1.781
H -3.57 -4.91 -2.92  0.421
H 3.68 -0.83 -3.52  0.460
C -0.15 1.14 -4.59  -0.785
H -2.24 -2.85 -2.42  0.644
C 2.40 -2.44 1.77  -1.354
H 5.65 1.68 -1.52  0.381
C -4.28 0.68 1.85  -0.446
H 1.77 4.28 -0.56  0.336
C 3.48 -0.84 -2.45  -1.410
C -3.97 -5.34 -0.86  -0.539
H 3.43 4.08 1.93  0.547
C 0.99 2.85 2.50  -1.000
H 3.76 3.16 0.45  0.196
H 1.31 -2.37 1.84  0.162
Cl 0.95 -0.02 -5.39  -0.238
H 2.02 1.53 -2.26  -0.157
H 0.16 3.97 0.08  -0.092
H 5.66 0.74 -3.02  0.401
H -3.32 0.29 -2.56  0.391
H 2.66 -2.48 0.71  0.154
H 3.03 -2.09 4.44  0.442
C -4.01 0.34 0.53  0.669
H -4.23 -5.55 1.27  0.407
Si 2.18 0.34 0.35  -0.583
H -2.32 2.96 1.17  0.297
H 4.05 -1.65 -1.99  0.260
C -6.00 -1.00 1.95  -0.569
H -4.48 1.55 -2.01  0.495
C 5.38 0.73 -1.97  -1.978
S -2.68 -3.06 2.25  -0.391
H 3.41 2.59 -2.01  0.176
O 2.54 -0.02 1.90  0.300
C -2.52 -3.06 -0.31  -1.164
H -3.70 1.44 2.35  0.259

=====

ii) A structure of composition C29H44ClNO6PPdS2Si. Source: the OMol25 dataset; level of theory: the ωB97M-V functional and the def2-TZVPD basis.

**Charge**: -1

Last column: Mulliken charge in e.
Cartesian coordinates (Å):
H -0.44 2.74 -4.20  0.473
C 1.60 0.64 -4.62  -0.415
S -1.73 -2.07 2.71  -0.371
H 3.46 -0.69 -2.51  0.084
H 5.16 -1.16 -2.30  0.346
H -3.31 -4.70 2.39  0.359
H -2.60 4.04 1.68  0.331
C 0.56 0.06 -3.89  0.631
H -1.40 -3.01 -1.88  0.375
H 4.99 3.43 0.52  0.202
H 4.16 -0.14 4.16  0.318
H 2.82 1.74 -2.42  -0.549
H 2.38 4.02 3.18  0.509
C -2.92 3.63 0.73  -0.695
H 5.59 -2.28 2.25  0.430
H 3.13 -2.20 0.53  0.152
H -2.21 -0.51 -2.58  0.265
P -0.27 0.95 -2.54  1.292
C -3.11 -5.02 0.28  -0.407
H -3.68 -5.94 0.28  0.356
H 4.66 -0.29 -3.76  0.439
H 4.10 2.23 -3.56  0.743
C 4.77 0.94 -1.97  1.812
H 0.57 -3.00 -5.36  0.428
C 5.30 -1.28 1.92  -1.573
C 2.26 -0.08 -5.60  -0.741
H 3.10 4.75 -0.43  0.330
C 0.21 -1.26 -4.17  -0.421
H 3.18 -3.08 2.07  0.575
O 3.46 0.26 1.73  0.106
H 6.49 1.46 -3.18  0.389
H 2.41 -1.95 -6.64  0.371
Si 3.09 0.72 0.20  -0.479
C -2.90 -4.33 1.46  -0.543
H 1.09 3.20 2.29  0.105
C 3.83 -1.03 2.23  1.770
H 1.89 1.66 -4.42  0.382
C 1.89 -1.39 -5.88  -0.514
O 1.93 -0.08 -0.58  -0.410
H 3.06 0.39 -6.16  0.424
H -2.57 1.11 -2.01  0.344
H -0.97 3.23 -2.56  0.430
H 2.70 5.50 1.12  0.388
H -2.73 -5.11 -1.84  0.385
C -1.64 -2.66 0.22  -0.859
O -2.02 1.54 0.05  -0.662
C 3.59 -0.97 3.73  -1.772
H 2.53 -0.80 3.92  0.290
C 3.87 2.04 -2.51  -0.940
C -1.79 2.79 0.15  0.503
C -0.88 -1.05 1.55  0.314
H 2.41 2.25 2.99  0.067
C 2.16 3.20 2.50  -1.365
C 4.44 3.35 1.46  -1.495
H 1.90 -1.87 1.74  0.091
Pd 0.22 0.98 -0.31  1.025
H -3.82 3.03 0.86  0.333
C 4.49 -0.38 -2.68  -1.534
C -2.02 0.55 -2.76  -1.237
O 4.56 0.76 -0.58  -0.623
H 6.87 0.58 -1.69  0.349
C -2.57 -4.55 -0.93  -0.651
H 6.41 2.29 -1.62  0.359
H 5.92 -0.54 2.44  0.310
C 0.86 -1.98 -5.16  -0.671
N -0.94 -1.47 0.32  0.348
H 3.90 -1.90 4.21  0.433
C 6.23 1.34 -2.13  -1.940
C -0.23 2.67 -3.13  -1.630
H -0.59 -1.74 -3.61  -0.002
C -2.17 -3.15 1.42  0.799
S -0.02 0.37 2.04  -0.489
C 2.94 3.35 1.20  1.795
H -2.35 0.82 -3.77  0.437
H 1.46 4.58 0.23  0.074
O -0.72 3.32 -0.17  -0.442
C -1.84 -3.37 -0.96  -0.164
Cl -3.35 5.02 -0.33  -0.248
H 5.49 -1.18 0.85  0.159
O 2.57 2.29 0.33  1.401
H 0.74 3.12 -2.91  0.264
C 2.96 -2.12 1.60  -1.261
H 4.00 2.96 -1.94  0.077
H 4.70 4.21 2.09  0.530
H 4.75 2.44 1.96  0.104
C 2.52 4.63 0.49  -1.502

=====

It turns out i) is the most stable, with the second structure 0.0152 hartree higher.

=====

i) The ion C7H15N2 with charge +1. Source: the OMol25 dataset; level of theory: the ωB97M-V functional and the def2-TZVPD basis.

**Charge**: +1
**SMILES string**: C/N=C/CC(C)=[N+](C)C

Last column: natural (NBO) charge in e.
Cartesian coordinates (Å):
C -2.53 -0.79 -0.38  -0.405
H 1.52 1.48 -0.67  0.135
C -1.02 -0.67 1.54  -0.465
C 1.57 0.64 0.06  0.087
H 1.94 2.76 2.30  0.225
N 1.99 0.99 1.20  -0.362
C 1.28 -0.67 -0.46  -0.537
H -0.01 -0.65 2.10  0.283
H 3.36 1.96 2.15  0.234
C 2.49 2.27 1.57  -0.438
C -0.20 -0.84 -0.78  0.508
H -2.65 -1.18 -1.34  0.223
H -2.98 -1.36 0.43  0.231
H -1.52 -0.77 -2.34  0.229
H 1.76 -1.34 0.37  0.285
N -1.11 -0.80 0.09  -0.252
H 2.68 2.87 0.76  0.188
H -1.55 -1.46 2.04  0.239
H 1.70 -0.89 -1.41  0.251
H -2.99 0.14 -0.28  0.233
H 0.17 -1.35 -2.89  0.277
H -0.22 0.36 -2.47  0.276
H -1.58 0.25 1.82  0.242
C -0.43 -0.68 -2.23  -0.690

=====

ii) A cluster of 2 separate species, C7H15N2 in total. Source: the OMol25 dataset; level of theory: the ωB97M-V functional and the def2-TZVPD basis.

**Charge**: +1

Last column: natural (NBO) charge in e.
Cartesian coordinates (Å):
H -1.40 -1.53 1.19  0.241
H 0.79 -1.95 -0.95  0.223
H -0.34 1.94 -0.12  0.409
C -2.09 -1.19 -0.85  -0.412
H -3.06 1.40 0.96  0.422
H 1.70 3.12 0.25  0.239
C 0.25 0.17 0.47  0.368
C 1.78 2.02 0.11  -0.427
H 1.22 -1.40 1.41  0.240
H 1.69 -0.50 -1.57  0.206
H -1.32 -1.80 -1.23  0.240
H 2.78 -1.64 -0.72  0.252
H -2.69 1.90 -0.74  0.426
C 1.45 -0.69 0.64  -0.547
C -2.27 -1.18 0.69  -0.451
H 2.19 1.65 -0.81  0.223
N -2.47 1.26 0.12  -0.824
H -2.87 -0.99 -1.57  0.252
C 1.73 -1.32 -0.77  -0.589
H -3.20 -1.19 1.31  0.247
H 2.42 -0.34 0.96  0.239
H 2.21 1.60 0.95  0.216
N 0.45 1.39 0.18  -0.488
C -1.85 0.02 0.02  0.294

=====

It turns out i) is the most stable, with the second structure 0.0599 hartree higher.

=====

i) A cluster of 2 separate species, C6H14O in total. Source: the OMol25 dataset; level of theory: the ωB97M-V functional and the def2-TZVPD basis.

**SMILES string**: C/C=C(\C)CC.O

Last column: natural (NBO) charge in e.
Cartesian coordinates (Å):
H 1.71 3.57 -0.97  0.461
C -1.41 -1.72 0.22  -0.440
H 0.39 -2.94 0.38  0.214
H -1.20 -3.82 0.75  0.214
H 2.13 3.48 -2.34  0.461
H -0.31 -2.70 1.81  0.208
H -2.04 0.73 -1.05  0.223
H 2.21 0.89 0.31  0.217
H -2.11 -1.37 0.99  0.212
H -1.04 -0.20 -2.07  0.218
H 0.14 -0.51 1.94  0.197
C 1.28 1.09 0.85  -0.649
C 0.33 -0.13 0.94  -0.219
H 1.57 1.37 1.86  0.222
C -0.56 -0.46 0.01  0.040
C -0.64 -2.89 0.79  -0.614
H -0.41 1.30 -1.27  0.205
H -1.98 -1.95 -0.67  0.206
C -0.99 0.40 -1.15  -0.651
H 0.70 1.77 0.25  0.196
O 2.24 4.10 -1.58  -0.921

=====

ii) A cluster of 2 separate species, C6H14O in total. Source: the OMol25 dataset; level of theory: the ωB97M-V functional and the def2-TZVPD basis.

Last column: natural (NBO) charge in e.
Cartesian coordinates (Å):
H 2.40 -1.15 -1.30  0.152
H -0.67 1.30 1.38  0.203
O 3.91 -0.81 0.11  -0.719
H -0.96 -0.44 1.23  0.200
C -2.07 0.63 -0.20  -0.487
C -3.35 0.01 0.27  -0.421
C 0.38 0.36 -0.27  -0.385
H -2.13 1.66 -0.64  0.215
C 1.65 -0.11 0.42  -0.413
H 4.58 -1.02 -0.55  0.467
H 0.12 -0.37 -1.06  0.193
H -2.02 -0.22 -0.92  0.247
C 2.75 -0.38 -0.59  -0.049
H -4.21 0.60 -0.14  0.220
H 2.00 0.64 1.14  0.205
H 1.45 -1.03 0.98  0.203
H 2.95 0.53 -1.17  0.151
H 0.56 1.31 -0.79  0.196
H -3.52 -0.29 1.26  0.195
H -3.02 -1.69 0.18  0.025
C -0.83 0.48 0.66  -0.397

=====

It turns out i) is the most stable, with the second structure 0.0912 hartree higher.